An isolated molecule of C9H12S2 in a non-equilibrium geometry. Source: the OMol25 dataset; level of theory: wB97M-V/def2-TZVPD.

```
23
Properties=species:S:1:pos:R:3:lowdin_charge:R:1
C -0.40265 2.51632 0.26289 -0.0497
C 0.48648 1.34875 0.11803 -0.2979
C 1.82190 1.54819 0.08205 -0.0508
C 2.62612 0.42416 -0.17705 -0.0763
C 2.04711 -0.80363 -0.28372 -0.0894
C 0.72226 -1.09580 -0.09605 -0.2813
C 0.17715 -2.50281 -0.13197 -0.0582
C -0.03142 0.05486 0.04635 -0.0505
C -1.84242 -0.43963 0.11114 -0.9769
S -2.48125 -0.87209 -1.52803 0.7071
S -2.94295 0.44370 1.18491 0.6831
H -0.52639 2.76512 1.33060 0.1042
H -0.25470 3.34792 -0.31639 0.0551
H -1.32066 2.01960 -0.08409 0.0340
H 2.17645 2.58746 0.26742 0.1325
H 3.66982 0.62066 -0.49298 0.1150
H 2.71538 -1.67002 -0.48750 0.1220
H -0.29959 -2.64152 -1.12488 0.0733
H 1.10277 -3.16638 0.04644 0.1091
H -0.48336 -2.63520 0.70704 0.0593
H -1.85977 -1.51661 0.48733 0.0102
H -1.89580 0.16605 -2.06919 -0.1542
H -3.20450 -0.49913 2.14767 -0.1197
```

total charge	0
energy relative to the best compared isomer or geometry (same formula, charge and spin)	52.6	kcal/mol
calculated total energy	-31195.8210	eV
HOMO-LUMO gap	9.43	eV
SMILES string	Cc1cccc(C)c1C(S)S



A structure of composition C9H13BHgN5 in a non-equilibrium geometry. Source: the OMol25 dataset; level of theory: wB97M-V/def2-TZVPD.

```
29
Properties=species:S:1:pos:R:3:lowdin_charge:R:1
Hg -0.41195 -2.03442 0.10088 0.7976
B -1.91314 1.23860 2.10505 -0.4803
N -2.66904 -0.08195 2.17040 -0.0792
C -3.78670 -0.19385 2.88375 -0.0904
C -4.36211 -1.43661 2.60823 -0.0654
C -3.48786 -2.00349 1.67614 -0.2060
N -2.47227 -1.17725 1.41125 -0.0692
N -0.60223 1.35850 1.33765 -0.0806
C 0.05229 2.50857 1.29087 -0.1004
C 1.07652 2.39985 0.36691 -0.0682
C 0.95324 1.09240 -0.10973 -0.2004
N -0.07883 0.47791 0.47586 -0.0556
H -2.60860 2.11105 1.92623 0.0467
H -1.76166 1.63229 3.17721 0.0542
H -4.09188 0.59182 3.53248 0.1181
H -5.22790 -1.84773 3.07294 0.0789
H -3.53997 -2.95878 1.16220 0.0864
H -0.30333 3.28496 1.93299 0.1214
H 1.83561 3.14004 0.17387 0.0851
H 1.54403 0.54615 -0.83500 0.0552
C 4.24710 -0.26614 -3.45430 -0.1089
C 3.43910 -1.50217 -3.66580 -0.2516
C 2.26112 -1.60666 -2.85784 -0.2116
N 1.36806 -1.59108 -2.13353 0.1068
H 5.01860 -0.13291 -4.22044 0.0836
H 4.65658 -0.10018 -2.46767 0.0745
H 3.62103 0.66613 -3.41913 0.0980
H 4.01527 -2.46748 -3.52064 0.1437
H 3.22891 -1.64756 -4.72082 0.1175
```

total charge	0
energy relative to the best compared isomer or geometry (same formula, charge and spin)	21.2	kcal/mol
calculated total energy	-21843.1429	eV
spin multiplicity	2
<S²>	0.753
HOMO-LUMO gap (alpha / beta)	7.85 / 5.21	eV



A structure of composition C9H13Br3O6 in a non-equilibrium geometry. Source: the OMol25 dataset; level of theory: wB97M-V/def2-TZVPD.

```
31
Properties=species:S:1:pos:R:3:lowdin_charge:R:1
C 2.28140 -0.14948 -4.49997 -0.0205
C 0.76177 0.08761 -4.41179 -0.2836
C 0.31964 0.36848 -2.89799 -0.1009
O -0.59543 1.43293 -2.99276 0.0450
C -0.51004 1.98017 -4.23510 -0.5492
O -1.12424 2.91828 -4.58162 0.1837
O 0.42438 1.32370 -4.98699 0.0736
H 2.80932 0.56276 -3.91994 0.0746
H 2.59372 -0.15752 -5.51113 0.0679
H 2.50040 -1.15991 -4.19471 0.0837
H 0.23077 -0.76688 -4.86935 0.1547
H 1.19416 0.54970 -2.22410 0.1430
H -0.17265 -0.43177 -2.43600 0.0722
C -1.62740 0.10148 4.15025 -0.0364
C -0.25431 0.54214 3.68477 -0.2434
C 1.00178 -0.17358 4.32329 -0.0801
O 1.91262 -0.29478 3.23600 0.0640
C 1.25148 -0.14835 2.06946 -0.6327
O 1.80994 -0.28183 1.00794 0.1253
O 0.03218 0.27622 2.24801 0.0309
H -1.91067 0.67819 5.02068 0.0880
H -1.57151 -0.99572 4.37923 0.1034
H -2.41911 0.29047 3.43435 0.0671
H -0.15353 1.64806 3.84190 0.1613
H 0.68148 -1.16493 4.68194 0.1292
H 1.42817 0.43466 5.17369 0.1504
C -2.05628 -1.36526 0.89790 -1.5963
Br -2.75999 -0.49589 -0.65435 0.6469
Br -0.76198 -2.76807 0.76121 0.6375
Br -3.62909 -2.16951 1.80603 0.4988
H -1.68700 -0.67136 1.69918 -0.0581
```

total charge	0
energy relative to the best compared isomer or geometry (same formula, charge and spin)	17.0	kcal/mol
calculated total energy	-231955.6964	eV
HOMO-LUMO gap	10.19	eV



A cluster of 2 separate species, C9H13ClN3O in total in a non-equilibrium geometry. Source: the OMol25 dataset; level of theory: wB97M-V/def2-TZVPD.

```
27
Properties=species:S:1:pos:R:3:lowdin_charge:R:1
C -0.01633 -0.78625 -1.97295 -0.1127
C 1.56220 1.06795 -1.91890 -0.0850
C 1.00357 -1.55297 -1.50602 -0.1666
C 2.56495 0.21165 -1.57773 -0.1285
C 0.20710 0.60721 -2.19462 -0.0487
C 2.25896 -1.10602 -1.25380 -0.7335
C -1.91889 -0.18128 0.77717 -0.4421
C 1.52349 1.25816 1.77125 0.0490
C 0.14284 1.19478 1.10232 -0.2872
N -2.54454 -1.31255 1.27760 0.1917
N -2.23844 0.70820 -0.04538 0.1656
N -0.50234 -0.00410 1.14592 0.2053
O -0.48460 2.27932 0.77268 0.1582
Cl 3.43426 -2.11549 -0.57686 0.7419
H -0.87447 -1.28366 -2.54060 0.1430
H 1.88565 2.07341 -1.96486 0.0927
H 0.84544 -2.61861 -1.60256 0.1147
H 3.57012 0.54500 -1.43493 0.1078
H 2.03235 0.36011 1.39472 0.0892
H 1.50665 1.25907 2.86914 0.1143
H 2.13519 2.12484 1.47655 0.1067
H -3.51865 -1.33762 1.31684 0.0970
H -2.06028 -1.81414 1.96207 0.0824
H -3.26056 0.72887 -0.25690 0.1087
H -0.63864 1.31073 -2.34836 0.1084
H -0.19754 -0.80026 1.58611 0.1243
H 0.23271 2.99487 0.63458 0.2036
```

total charge	+1
energy relative to the best compared isomer or geometry (same formula, charge and spin)	27.4	kcal/mol
calculated total energy	-28576.4057	eV
HOMO-LUMO gap	7.96	eV



A structure of composition C9H13FeN3O4 in a non-equilibrium geometry. Source: the OMol25 dataset; level of theory: wB97M-V/def2-TZVPD.

```
30
Properties=species:S:1:pos:R:3:lowdin_charge:R:1
Fe -1.86345 0.60765 0.08978 0.7275
O -3.40741 3.29036 -4.62135 0.0426
C -2.63149 2.77715 -3.96568 -0.0129
C -3.68036 -0.10275 0.51840 0.0196
O -4.64897 -0.71379 0.77615 0.2741
C -2.29344 2.37207 1.01349 -0.0179
O -2.09603 3.43550 1.52057 0.2699
C -3.45075 1.75570 -0.35430 -0.2005
O -4.50118 2.23747 -0.26947 0.2554
C 1.31616 -1.53725 -2.09809 -0.0292
N 1.66079 -1.17165 -0.71808 -0.1604
C 3.06554 -1.20788 -0.41170 -0.0331
C 0.78064 -0.37047 -0.00887 -0.3857
N -0.12372 0.31592 -0.69664 0.0369
N 0.90710 -0.34315 1.33768 -0.1336
C 1.54897 -1.41331 2.05235 -0.0253
C 0.15775 0.63035 2.10744 -0.0357
H 1.73996 -2.53153 -2.25458 0.1105
H 1.68958 -0.84842 -2.88610 0.1158
H 0.22506 -1.61304 -2.20141 0.0936
H 3.24444 -0.67173 0.52888 0.0906
H 3.32319 -2.27398 -0.29016 0.1172
H 3.64080 -0.72564 -1.23605 0.1249
H 0.25920 0.50516 -1.64028 0.1163
H 2.49654 -1.03935 2.48384 0.1193
H 0.91104 -1.79613 2.87332 0.1209
H 1.77516 -2.24428 1.36469 0.1039
H 0.18100 1.59506 1.61990 0.0849
H -0.89176 0.35714 2.30105 0.0836
H 0.66565 0.72480 3.06522 0.1270
```

total charge	+2
calculated total energy	-56570.2900	eV
spin multiplicity	5
<S²>	6.034
HOMO-LUMO gap (alpha / beta)	6.74 / 5.18	eV



A structure of composition C9H13HgNO in a non-equilibrium geometry. Source: the OMol25 dataset; level of theory: wB97M-V/def2-TZVPD.

```
25
Properties=species:S:1:pos:R:3:lowdin_charge:R:1
C 2.82103 -0.03698 -1.26512 -0.3370
C 2.00020 -0.30512 -2.39663 -0.2588
C 1.50122 -1.61867 -2.30592 -0.2752
C 2.00555 -2.21153 -1.07312 -0.4279
C 2.83226 -1.18033 -0.42655 -0.3814
Hg 0.44281 -1.34133 0.25135 0.8203
N -1.28094 1.95978 1.20283 -0.1033
C -1.87515 3.11247 0.65999 -0.4193
C -1.28187 2.02184 -0.27610 -0.2326
H 0.92139 -2.15593 -3.05892 0.0597
H 1.85291 0.37632 -3.23750 0.0502
H 2.09719 -3.28525 -0.87550 0.0553
H 3.53768 -1.35378 0.39048 0.0363
H 3.42975 0.85759 -1.11391 0.0293
H -0.33781 2.21147 -0.80174 0.0537
H -1.32058 4.04817 0.74599 0.0188
H -0.36748 2.17402 1.61111 0.0074
H -2.01181 1.37790 -0.76817 0.0702
H -2.95658 3.16368 0.70775 0.0563
C -2.23468 -0.90467 2.05081 -0.1553
C -1.18497 -1.86524 1.60852 -0.6203
O -1.06206 -3.03214 1.92050 -0.1811
H -3.11681 -1.03054 1.39833 0.0687
H -1.90083 0.14056 1.95512 0.0132
H -2.51043 -1.12230 3.09639 0.0527
```

total charge	-2
energy relative to the best compared isomer or geometry (same formula, charge and spin)	0.0	kcal/mol
calculated total energy	-17247.8962	eV
HOMO-LUMO gap (alpha / beta)	2.12 / 2.11	eV